# 1
A 7-piece molecular cluster, C43H105N6O4 overall at a distorted geometry. Source: the OMol25 dataset; level of theory: ωB97M-V with the def2-TZVPD basis set.

Properties
expectation value of S²	0.75
E	-63381.434	eV
M	770.35	g mol⁻¹
multiplicity	2
HOMO (alpha / beta)	-9.9 / -15.0	eV
net charge	+4
strongest force on any atom	3.06	eV Å⁻¹

CARTESIAN COORDINATES (ANGSTROEM)
C1 0.14177 0.05060 -0.29056
O1 -0.69700 0.59529 0.64545
H1 0.65612 0.81994 -0.86647
H2 0.97688 -0.58550 0.00278
H3 -0.40841 -0.54793 -1.01662
C2 4.58447 -2.56131 -2.91355
C3 4.26859 -2.15414 -1.41866
C4 4.42438 -3.37931 -0.52893
N1 4.67790 -3.23808 0.99006
C5 4.83035 -4.64663 1.58604
C6 5.25486 -4.66651 3.05641
C7 6.51930 -3.77135 3.31420
C8 6.42488 -2.38848 2.62533
C9 6.01181 -2.49335 1.16315
C10 3.57478 -2.37499 1.62202
H4 3.82049 -3.17892 -3.38576
H5 5.61137 -2.89923 -3.05276
H6 4.42735 -1.68058 -3.53622
H7 3.35215 -1.58925 -1.24791
H8 5.02339 -1.38159 -1.27183
H9 5.32571 -3.94443 -0.76634
H10 3.52994 -4.00152 -0.55923
H11 5.50221 -5.19623 0.92676
H12 3.80078 -5.00450 1.58459
H13 5.42193 -5.68550 3.40548
H14 4.36974 -4.31558 3.58700
H15 7.48497 -4.21626 3.07410
H16 6.67988 -3.59041 4.37701
H17 7.38006 -1.86338 2.62583
H18 5.71393 -1.76713 3.16991
H19 6.75499 -2.99823 0.54599
H20 5.82183 -1.48943 0.78348
H21 2.64934 -2.92131 1.43986
H22 3.53212 -1.42797 1.08403
H23 3.74543 -2.36399 2.69853
C11 -6.06765 3.24460 2.11432
C12 -5.80732 2.44946 0.74557
C13 -5.09892 1.18059 1.06112
N2 -4.82845 0.26502 -0.17822
C14 -4.00920 -0.95718 0.15481
C15 -4.64886 -2.08695 0.94431
C16 -5.96912 -2.45627 0.26578
C17 -6.84286 -1.22625 -0.02485
C18 -6.16047 -0.14068 -0.90688
C19 -4.02744 0.97453 -1.31812
H24 -6.64797 2.70682 2.86407
H25 -6.53944 4.20527 1.90785
H26 -5.06738 3.47763 2.47937
H27 -5.25800 3.12482 0.08964
H28 -6.78018 2.26890 0.28835
H29 -5.59592 0.46293 1.71385
H30 -4.08190 1.30558 1.43276
H31 -3.07196 -0.57339 0.55776
H32 -3.73341 -1.28637 -0.84704
H33 -4.81584 -1.76573 1.97244
H34 -3.97032 -2.93969 0.96670
H35 -6.57160 -3.13161 0.87327
H36 -5.85174 -3.04610 -0.64330
H37 -7.03444 -0.86339 0.98497
H38 -7.76674 -1.55615 -0.49994
H39 -6.83379 0.71275 -0.98672
H40 -5.95689 -0.64055 -1.85387
H41 -3.80986 0.33954 -2.17692
H42 -3.11236 1.36882 -0.87624
H43 -4.58985 1.82866 -1.69527
C20 -3.07032 -4.90320 -1.85757
C21 -2.13326 -4.81647 -3.08109
C22 -1.29202 -3.49155 -2.92839
N3 0.13577 -3.49273 -3.65023
C23 0.91645 -2.21379 -3.28378
C24 0.11708 -1.08643 -3.95010
C25 0.02752 -1.22180 -5.50692
C26 -0.72681 -2.56284 -5.85231
C27 -0.01565 -3.72365 -5.19174
C28 0.95260 -4.71042 -3.12154
H44 -3.44291 -3.94030 -1.50816
H45 -2.49745 -5.25002 -0.99754
H46 -3.89210 -5.61691 -1.91565
H47 -2.61868 -4.85437 -4.05630
H48 -1.55083 -5.73676 -3.03698
H49 -1.00740 -3.11634 -1.94538
H50 -1.83174 -2.57434 -3.16403
H51 0.99537 -2.09330 -2.20334
H52 1.88013 -2.26426 -3.79060
H53 -0.87142 -0.85536 -3.55317
H54 0.72263 -0.18981 -3.81779
H55 -0.53214 -0.38157 -5.91788
H56 1.04368 -1.20143 -5.90074
H57 -1.78138 -2.54195 -5.57745
H58 -0.72325 -2.77081 -6.92228
H59 -0.57073 -4.65792 -5.27623
H60 0.99898 -3.72099 -5.58998
H61 0.51449 -5.70041 -3.24835
H62 1.05460 -4.60062 -2.04189
H63 1.92982 -4.80281 -3.59547
C29 3.14389 4.60452 -2.01263
N4 2.06054 3.71124 -2.69803
C30 2.51778 2.29912 -2.38129
C31 0.71408 3.91959 -2.04373
C32 2.08398 3.84024 -4.22257
C33 1.46045 5.18585 -4.79438
O2 0.03388 5.08996 -4.91842
H64 2.95618 5.60300 -2.40749
H65 4.09984 4.25533 -2.40293
H66 3.03185 4.63476 -0.92882
H67 1.79904 1.57805 -2.77060
H68 2.68886 2.23815 -1.30653
H69 3.49198 2.22035 -2.86381
H70 0.42464 4.95462 -2.22553
H71 0.61890 3.69530 -0.98131
H72 0.09149 3.14567 -2.49262
H73 1.49894 3.01264 -4.62369
H74 3.06300 3.64774 -4.66139
H75 1.68536 5.41848 -5.83524
H76 1.76258 6.05712 -4.21324
H77 -0.40644 5.73011 -5.48228
C34 0.72932 -2.45861 4.50184
N5 0.35919 -1.00651 4.29960
C35 1.44661 -0.45391 3.32590
C36 -1.08068 -0.90746 3.57488
C37 0.40222 -0.25434 5.68731
C38 0.75959 1.27414 5.70470
O3 -0.25736 2.02997 5.13735
H78 1.61589 -2.56210 5.12746
H79 0.95996 -2.88896 3.52731
H80 -0.09936 -3.01723 4.93696
H81 1.51204 -1.00025 2.38497
H82 2.41736 -0.42259 3.82063
H83 1.03889 0.54682 3.18306
H84 -1.82461 -1.37013 4.22342
H85 -1.06112 -1.61608 2.74689
H86 -1.29484 0.08660 3.18233
H87 1.22270 -0.65216 6.28451
H88 -0.53367 -0.50043 6.18896
H89 1.73187 1.49855 5.26606
H90 0.73902 1.69112 6.71159
H91 -0.30675 2.87836 5.58388
C39 -1.23905 6.35109 1.16408
N6 -0.89190 5.80260 2.55470
C40 0.62875 5.41386 2.70078
C41 -1.29844 6.77971 3.68226
C42 -1.75089 4.55023 2.84435
C43 -1.26374 3.23235 2.19598
O4 -1.60418 3.19339 0.79481
H92 -0.98883 5.65657 0.36213
H93 -0.64173 7.24943 1.00820
H94 -2.30576 6.57459 1.14758
H95 1.16014 6.36488 2.66491
H96 0.94136 4.86085 1.81502
H97 0.89325 4.83412 3.58511
H98 -0.80715 6.44241 4.59493
H99 -2.38530 6.78768 3.76457
H100 -1.06720 7.81596 3.43563
H101 -2.79494 4.78806 2.64066
H102 -1.86249 4.44245 3.92325
H103 -1.80861 2.40765 2.65542
H104 -0.26994 3.02933 2.59502
H105 -1.30988 2.39093 0.35773


# 2
A 10-piece molecular cluster, C43H112N8O19 overall at a distorted geometry. Source: the OMol25 dataset; level of theory: ωB97M-V with the def2-TZVPD basis set.

Properties
E	-97221.428	eV
M	1045.41	g mol⁻¹
SMILES	COCCNCCOC.COCCNCCOC.COCCNCCOC.COCCNCCOC.COCCNCCOC.COCCNCCOC.NC(N)=O.OCCO.OCCO.OCCO
relative energy (zero: lowest compared OMol25 entry of this formula, charge and spin)	35.6	kcal/mol
HOMO	-8.3	eV
strongest force on any atom	2.49	eV Å⁻¹

CARTESIAN COORDINATES (ANGSTROEM)
C1 -3.31520 3.78686 18.03403
O1 -4.45622 3.34271 18.72986
C2 -4.30867 3.46155 20.14969
C3 -3.46484 2.30934 20.73369
N1 -4.28487 1.11871 20.59356
C4 -3.57306 -0.14183 20.80219
C5 -4.51619 -1.33155 20.79413
O2 -5.41148 -1.34332 19.69908
C6 -6.18358 -2.51675 19.71723
H1 -2.96696 4.77111 18.35696
H2 -3.49715 3.71928 16.96409
H3 -2.45822 3.12782 18.22529
H4 -5.25280 3.53640 20.68746
H5 -3.84526 4.44021 20.31506
H6 -3.17725 2.56360 21.75396
H7 -2.55018 2.20453 20.13355
H8 -4.83353 1.12606 19.75647
H9 -3.08584 -0.18937 21.77528
H10 -2.86716 -0.20823 19.96221
H11 -5.07161 -1.37280 21.73783
H12 -3.89521 -2.23363 20.75497
H13 -6.61728 -2.75755 20.69539
H14 -5.55790 -3.36759 19.41760
H15 -7.02066 -2.45561 19.02315
C7 -3.49438 0.37815 16.58603
O3 -3.26806 -0.14676 15.28492
C8 -2.04033 -0.80242 15.07286
C9 -0.96999 0.20719 14.63558
N2 0.33500 -0.47207 14.49448
C10 1.39150 0.46325 14.06657
C11 1.36468 0.75737 12.58132
O4 1.54499 -0.48111 11.90854
C12 1.53533 -0.26967 10.50463
H16 -4.55356 0.45124 16.83335
H17 -3.07868 1.39038 16.64177
H18 -2.97239 -0.27457 17.29164
H19 -2.22178 -1.43464 14.20012
H20 -1.67810 -1.45773 15.86872
H21 -0.87248 0.97669 15.40129
H22 -1.22871 0.59421 13.64596
H23 0.22336 -1.21222 13.81138
H24 2.31606 0.02650 14.44847
H25 1.28338 1.37419 14.66103
H26 2.22240 1.41564 12.38591
H27 0.45615 1.25404 12.23102
H28 1.56981 -1.23669 10.00516
H29 2.38406 0.29848 10.11575
H30 0.59840 0.23011 10.24567
C13 -10.69349 -2.40849 15.37762
O5 -9.35729 -2.09928 15.10093
C14 -8.59306 -2.16810 16.31230
C15 -7.17913 -1.70481 15.98164
N3 -6.65911 -2.68285 15.04038
C16 -5.24210 -2.39140 14.77754
C17 -4.71144 -3.43138 13.82042
O6 -5.41261 -3.36466 12.59552
C18 -4.82315 -4.05485 11.51754
H31 -11.28755 -2.32295 14.46057
H32 -11.17119 -1.71921 16.08060
H33 -10.85639 -3.45715 15.65172
H34 -8.56284 -3.19974 16.68077
H35 -9.10708 -1.54799 17.05338
H36 -6.60570 -1.59462 16.90388
H37 -7.24764 -0.70374 15.53526
H38 -7.16088 -2.59285 14.16364
H39 -4.73385 -2.47548 15.74080
H40 -5.05595 -1.38860 14.38302
H41 -4.75755 -4.44420 14.23012
H42 -3.66337 -3.15425 13.62915
H43 -5.63141 -4.50606 10.93671
H44 -4.18179 -4.87463 11.84825
H45 -4.32482 -3.33273 10.86583
C19 -4.83358 9.02486 15.53884
O7 -5.67985 7.96074 15.17775
C20 -5.75155 7.73220 13.77362
C21 -6.92792 6.78668 13.49472
N4 -6.46615 5.42297 13.27602
C22 -5.62718 4.80032 14.29576
C23 -5.25752 3.38977 13.92086
O8 -6.44287 2.68422 13.63655
C24 -6.28073 1.29164 13.64167
H46 -4.94826 9.89175 14.87776
H47 -3.78190 8.72414 15.43743
H48 -5.00312 9.33127 16.56908
H49 -4.83242 7.30690 13.36208
H50 -5.93284 8.70195 13.29878
H51 -7.30114 7.15311 12.53232
H52 -7.77955 6.85605 14.17673
H53 -7.23377 4.79892 13.06414
H54 -6.15488 4.77863 15.26116
H55 -4.74104 5.43074 14.39193
H56 -4.72890 2.97923 14.79460
H57 -4.59084 3.31278 13.05499
H58 -5.38294 0.89722 13.14708
H59 -7.08762 0.70730 13.19915
H60 -6.22086 1.02869 14.70773
C25 -7.31847 4.58651 28.51774
O9 -8.25560 5.09192 27.62098
C26 -9.01353 4.06032 27.02227
C27 -9.78491 4.53220 25.80032
N5 -8.84871 4.81627 24.70731
C28 -9.57538 5.44795 23.59269
C29 -8.68562 5.38357 22.34197
O10 -8.43453 4.07899 21.89070
C30 -8.35136 3.95847 20.48636
H61 -6.74718 3.71539 28.17525
H62 -7.76119 4.23653 29.46413
H63 -6.61183 5.36006 28.81841
H64 -9.74625 3.66465 27.74371
H65 -8.35116 3.22446 26.76404
H66 -10.30138 5.44470 26.09944
H67 -10.42518 3.67981 25.53942
H68 -8.44631 3.93003 24.42255
H69 -9.78867 6.48362 23.84878
H70 -10.48142 4.86774 23.36960
H71 -7.72799 5.87075 22.54810
H72 -9.25929 5.99986 21.63654
H73 -7.33931 4.26349 20.18508
H74 -9.00970 4.65071 19.95389
H75 -8.50326 2.94640 20.12281
C31 -15.13047 -0.18540 8.86926
O11 -14.24601 0.41970 9.78723
C32 -13.14849 -0.42949 10.06000
C33 -12.12651 0.31748 10.88746
N6 -11.13592 1.03375 10.06108
C34 -10.65806 2.22337 10.78731
C35 -9.83032 1.92268 12.03989
O12 -10.65805 1.73281 13.16944
C36 -9.96065 1.11872 14.22503
H76 -15.48463 -1.17241 9.18464
H77 -14.64676 -0.31258 7.89255
H78 -15.96966 0.49470 8.72858
H79 -12.66608 -0.84727 9.16126
H80 -13.53277 -1.33681 10.55133
H81 -11.53077 -0.41550 11.44233
H82 -12.66089 0.92570 11.62325
H83 -11.67630 1.38280 9.26987
H84 -11.47989 2.89496 11.06463
H85 -10.02499 2.83097 10.13732
H86 -9.29818 2.87578 12.16402
H87 -9.12397 1.10122 11.91531
H88 -9.19241 1.82219 14.57539
H89 -9.44365 0.17706 14.01701
H90 -10.55373 0.92367 15.11810
N7 -7.16066 2.71508 16.86598
C37 -7.56347 1.65918 17.62650
N8 -6.69306 1.40052 18.65001
O13 -8.52385 0.96040 17.31794
H91 -7.63223 2.92104 15.99892
H92 -6.37518 3.31483 17.04952
H93 -5.96141 2.05646 18.85635
H94 -7.02000 0.79204 19.38752
O14 -12.35024 0.36760 19.22713
C38 -12.02279 0.73984 17.92430
C39 -13.16234 0.51106 16.91968
O15 -14.16121 1.52211 17.05765
H95 -13.02197 0.93661 19.61077
H96 -11.70276 1.77837 17.78028
H97 -11.18328 0.15219 17.54482
H98 -13.60717 -0.46520 17.13821
H99 -12.73866 0.42297 15.91571
H100 -14.18550 1.99683 16.22241
O16 -7.66953 7.63525 17.00729
C40 -7.21349 6.74795 18.00873
C41 -6.52094 7.48616 19.15632
O17 -5.48034 6.69899 19.74131
H101 -6.90700 7.81030 16.42212
H102 -7.99641 6.07419 18.35773
H103 -6.51414 6.06538 17.49808
H104 -7.26587 7.60808 19.95239
H105 -6.17291 8.47751 18.86106
H106 -5.08096 7.17425 20.47343
O18 -7.07093 0.81991 21.65706
C42 -7.81157 -0.01601 22.52563
C43 -8.90068 0.76690 23.22991
O19 -8.33048 1.94951 23.79192
H107 -6.15746 0.50389 21.56476
H108 -8.24353 -0.87835 21.99443
H109 -7.11784 -0.52792 23.20608
H110 -9.34450 0.14612 24.00429
H111 -9.62446 1.01495 22.44412
H112 -7.93678 2.35229 22.99792